Density functional theory data (ωB97M-V/def2-TZVPD) for a cluster of 14 separate species, C7H42NO13 in total in a non-equilibrium geometry.

Largest force on an atom in hartree/bohr: 0.1375
Energy in eV: -36038.1076
Total charge: +1
Highest occupied orbital energy in eV: -11.79
Orbital gap in eV: 9.4

XYZ file:
```
63
C7H42NO13 (ωB97M-V/def2-TZVPD)
H -1.36472 3.41502 3.31348
H 1.36443 0.19499 -5.09853
H 1.73932 -1.91831 0.16180
H 0.48417 0.90121 -4.02503
H 3.12870 1.79366 -0.48885
H 2.77987 -3.90154 -2.52411
H 1.95049 -0.22548 3.28208
H 2.40818 2.92379 -1.80685
H 1.74429 0.96364 2.22102
O 2.19104 -3.52360 -3.24348
H 0.49197 0.63448 3.28238
C 1.91786 -1.67677 1.24082
C 0.43805 -0.12662 0.12903
C 0.73832 -0.79244 1.57652
C 0.26608 1.38529 0.22140
H -0.32903 -1.04402 -4.06109
N 1.16997 0.19932 2.66536
H -4.65068 0.69704 -2.68387
H -1.73835 -0.68006 4.49712
H -0.32697 -2.67495 -4.19738
O -3.69570 -0.45164 2.69636
H -1.36111 1.39681 1.75099
O 3.98465 -0.15565 -2.04858
H -1.17726 2.94042 -3.92815
H -2.11284 -2.76455 2.35735
H -1.41323 0.28353 5.61005
O -2.60813 -3.36066 3.07873
H 1.65738 -4.19366 -3.70291
H -1.88220 1.98956 0.36352
H 4.15133 2.32405 3.47670
O -2.07825 -1.16783 -1.83996
C 1.06036 2.31821 -0.33220
H 2.93680 -1.31407 1.52397
O -4.79920 1.38334 -2.04706
H -2.10944 -2.37773 -0.48300
O 1.08445 0.15629 -4.22506
C 2.26612 2.05291 -1.18085
H -0.12156 -1.11721 1.94230
H 1.59231 -2.67470 1.81267
H -1.48204 1.66258 -3.01064
O -1.07697 -0.26644 4.94427
H 0.77818 3.34081 -0.46239
H 4.00845 1.96115 1.93630
H 1.33111 -0.21542 -0.62636
H -0.86945 3.09067 1.26985
H -4.30901 -1.03611 2.43722
C -0.96930 2.05743 0.85535
H -4.42375 1.05048 -1.17362
H -2.56028 -0.44218 -2.24475
H -3.26697 -3.35673 2.50131
H 3.94673 0.35944 -2.88315
O -0.47211 3.23095 3.54068
O 3.55112 1.83874 2.83183
H -1.57244 -3.68174 -0.10522
H 2.32376 1.10854 -1.94765
H 0.17918 3.90408 3.70674
O -1.95001 -2.98186 0.23432
O -1.02266 1.94968 -3.74327
H -0.48775 -0.56035 -0.18953
O -0.94800 -1.91510 -4.16753
H 4.12462 -0.99348 -2.40183
H -3.03082 -0.48283 2.06823
H -1.57906 -1.43436 -2.65682
```

Density functional theory data (ωB97M-V/def2-TZVPD) for a cluster of 2 separate species, C30H41N2O6P in total in a non-equilibrium geometry.

Largest force on an atom in hartree/bohr: 0.0544
Energy in eV: -56329.1128
Total charge: 0
Highest occupied orbital energy in eV: -6.36
Orbital gap in eV: 4.6

XYZ file:
```
80
C30H41N2O6P (ωB97M-V/def2-TZVPD)
H 0.52001 2.12055 -4.61783
H -5.25958 3.31692 1.44615
O 0.66741 -0.45234 1.60404
H 2.61627 -0.49485 2.25115
H -0.85470 3.49138 -0.88244
H -0.01139 0.42226 -4.82105
H -1.76505 2.51765 5.18738
H -1.62875 0.19228 0.78790
C -5.35707 -1.27966 2.00961
O -2.24229 0.48179 5.04170
H 2.30922 2.70498 -3.20475
C -2.24779 2.22732 0.20913
H -5.65051 -1.74116 2.95489
C 2.41463 -4.58627 -2.55231
H 4.94443 -6.80476 -3.14982
C 0.21627 -1.05826 2.75567
H 2.29674 0.29452 0.67720
C 2.02572 1.93714 -2.47366
H -5.98330 -0.39915 1.83052
C -1.81803 1.63037 5.83688
P -2.05871 0.44459 3.44904
H 2.56730 2.23373 1.91265
H -3.57117 -0.65127 0.99630
O 0.97119 -1.62781 3.53068
H 2.47767 -6.51874 -3.49860
C -3.49594 2.24753 0.87921
H -3.31641 -1.86782 2.28900
H -2.84520 1.02159 7.63439
H 1.31974 2.38051 -1.76782
H -1.60005 -1.88510 3.33687
C -1.46669 1.00950 0.09058
H 3.79358 0.09357 -5.59122
C 4.51738 -3.73923 -1.70356
H -3.81250 2.05865 6.53807
H 2.36797 1.11049 -5.88042
C -3.89094 4.55069 0.28372
C -1.83398 3.44635 -0.39825
H 0.85740 1.93671 2.36428
C -0.58870 0.84071 -0.97571
H -0.66118 1.41281 -3.50083
C 4.44202 -5.89855 -2.80426
N 1.04288 -0.37088 -2.29385
C -3.87394 -0.96361 2.00813
C 1.66221 -1.64833 -2.66340
H 2.92404 1.62231 -1.92443
H -3.84375 1.34147 1.36236
C -4.30496 3.37191 0.92044
H 1.34185 -4.44308 -2.70228
C 1.95625 0.19249 1.71230
C 3.07895 0.76847 -5.12170
C -2.81224 1.87410 6.94720
C -1.22004 -0.97703 2.88508
O -3.59379 0.07273 2.99414
C 1.40685 0.74107 -3.20796
H 3.60908 1.65028 -4.75326
H -2.33585 5.46890 -0.91071
H -0.82209 1.40056 6.24374
O -1.48863 1.70570 2.92230
H 1.80160 -2.45697 -0.66947
H -5.54058 -2.00007 1.20630
C 0.14009 -0.30438 -1.29226
H 3.23296 -1.55296 -1.20460
H -2.49607 2.76506 7.49877
H 6.24563 -4.99475 -2.00061
C 3.05940 -5.74878 -2.99272
N 2.41335 0.09143 -4.03395
C 1.87704 1.53299 2.39238
H -0.47359 1.68448 -1.65707
C 5.16980 -4.89258 -2.15038
C 3.15047 -3.57157 -1.93685
H 2.19143 1.39383 3.43259
C 2.47054 -2.28038 -1.52841
H -4.53434 5.43136 0.29316
H 0.87076 -2.34734 -3.00199
C -2.66046 4.56853 -0.38680
C 2.52636 -1.26113 -3.86468
H -0.02401 -1.23405 -0.73896
O 3.19189 -2.01508 -4.56882
H 5.06316 -2.93716 -1.19945
C 0.23268 1.20287 -4.08882
```

Density functional theory data (ωB97M-V/def2-TZVPD) for a structure of composition C9H9ClLiN2O5S2.

Largest force on an atom in hartree/bohr: 0.0133
Energy in eV: -57089.1862
Total charge: -1
Highest occupied orbital energy in eV: -4.32
Orbital gap in eV: 6.9

XYZ file:
```
29
C9H9ClLiN2O5S2 (ωB97M-V/def2-TZVPD)
H 0.59012 0.64464 -5.16300
O 0.75934 -2.19895 1.08216
N -0.22573 -1.14974 -2.08612
S -0.34350 3.08355 0.13080
O 2.11813 -0.70068 -0.08376
C 0.97151 -1.34739 -4.39626
C 0.81285 2.87913 1.42576
O 3.13922 -2.45263 1.19035
N -1.53244 1.79304 0.63568
C 1.05331 2.13716 3.71043
O -1.12253 0.59647 0.27045
C 2.94379 3.04714 2.52103
H 3.01053 2.35285 4.55478
O 1.98884 -2.96588 -0.80828
H 3.99361 3.31169 2.49162
S -1.45171 1.99833 2.45113
C 0.27653 -1.22666 -3.11221
Li 0.13710 -0.60050 0.03588
C 2.16037 3.21932 1.38873
H 2.59233 3.61399 0.47697
H 2.02771 -1.15521 -4.20434
H 0.89170 -2.38495 -4.72100
C 0.42082 -0.39099 -5.45426
C 0.25743 2.33680 2.58730
H 0.62592 1.69233 4.60103
H 0.91323 -0.56724 -6.41004
Cl 2.03233 -2.10631 0.34887
H -0.65114 -0.53268 -5.58615
C 2.39129 2.50624 3.67963
```

Density functional theory data (ωB97M-V/def2-TZVPD) for a structure of composition C48H38Cl5IKN3O2PS2 in a non-equilibrium geometry.

Largest force on an atom in hartree/bohr: 0.0302
Energy in eV: -176958.1308
Total charge: -1
Highest occupied orbital energy in eV: -4.18
Orbital gap in eV: 6.3

XYZ file:
```
101
C48H38Cl5IKN3O2PS2 (ωB97M-V/def2-TZVPD)
C -2.49443 4.70827 0.71343
N -0.10998 -1.58058 -3.14693
H 2.94612 3.84681 -1.39765
C -0.04895 3.94776 5.34412
H -0.07566 3.44815 7.41518
H 4.94434 -1.98478 -1.45748
S -0.07881 -1.23570 -5.70335
H -6.21080 0.57484 -1.38722
H 3.34474 -0.91049 -3.00417
C 1.51124 2.66134 1.44861
C -0.03101 -5.25285 -5.11880
H -2.71509 0.99356 1.71301
H 3.64576 -2.41592 -0.32577
C -0.11351 -0.63307 -4.02954
K -0.44416 -0.82729 -0.45310
C -1.93707 -6.37328 -0.08929
H 5.32678 0.32469 -2.31376
C 0.36835 -5.78177 0.17768
H -0.35874 3.72213 -5.53478
C 5.11306 1.10295 -1.57523
P 0.05958 1.62844 1.92324
C -0.09206 -2.84571 -3.72625
C 2.57544 2.90233 2.32180
C 1.68453 2.98371 0.10015
H -0.75765 -2.09346 5.77921
H -3.59539 1.19679 -2.05878
H -0.05833 -6.18174 -3.17445
H 0.01412 5.01761 5.50598
C -0.59218 -6.74350 -0.12860
H -2.42614 5.75075 0.42156
H -5.92881 -1.60250 0.27233
C -0.05741 -5.24428 -3.72046
H -1.23369 4.49915 -3.33442
N -3.11524 -0.42992 -0.85081
C -0.00227 -4.48579 0.50383
C -0.12768 1.70050 -4.84747
Cl 2.04452 -6.20303 0.11267
H -4.63856 4.64235 0.57511
C -0.28385 1.16167 4.84111
C 2.96583 -1.26767 -2.04130
H -0.11329 -4.03974 -1.93786
C -3.97194 0.40491 -1.42375
H -0.21430 1.31049 8.29594
I -0.93497 -1.38742 3.02696
O 1.76308 -0.23920 0.11539
H 4.01517 1.35968 0.29217
H 4.79398 4.34193 0.19336
H 4.65006 1.94517 -2.09652
Cl 1.19534 -3.27580 0.82224
S 2.55533 0.22118 -1.07997
C -0.03134 -4.06450 -5.83238
H 0.03873 4.13641 3.21770
C -0.08681 -4.05026 -3.02138
O -1.69321 -2.83884 0.75474
C -0.91929 3.46596 -3.46177
C -0.22116 1.69573 6.17483
H -3.38679 -2.03172 0.35443
C 2.84963 3.59630 -0.34708
H 0.91259 2.72688 -0.61990
C -1.36072 -4.05072 0.52141
C -0.43895 -0.48506 7.17744
H 1.97981 -1.69076 -2.22818
C -0.28540 0.85381 7.31411
H -0.01156 -4.06745 -6.91579
C -0.06055 -2.86679 -5.12368
C -1.39093 2.65192 1.36678
H -0.01314 -6.19664 -5.64962
H -1.34501 2.98121 -1.45043
H 4.58929 -0.29824 0.03592
C -0.44885 3.03609 -4.70196
C -0.60782 1.21043 -2.44407
Cl -3.14904 -7.55298 -0.44619
Cl -3.98061 -4.62282 0.25823
N -3.87112 -1.27489 -0.13290
C -2.64223 2.04057 1.43937
C -0.24596 0.82061 -3.75826
H -0.48556 -1.13389 8.04424
H 4.55791 3.68299 2.57168
C -5.30233 0.08541 -1.07097
Cl -0.12610 -8.35460 -0.55729
C 3.74683 3.50383 1.87433
C -3.73432 4.08750 0.79846
H 0.21385 1.34132 -5.81600
C -1.33523 3.99673 0.99623
C -2.30761 -5.07497 0.22712
C 3.89451 -2.27820 -1.37981
C -0.04858 3.43347 4.03569
C -0.52122 -0.25994 4.75629
H 2.49182 2.62191 3.36421
C 4.20371 0.59014 -0.46270
C -5.18622 -1.00853 -0.23743
H -4.75916 2.24404 1.20456
H 6.06564 1.44425 -1.16627
H 3.77992 -3.25026 -1.86523
C 3.88351 3.86692 0.53946
C -0.10453 3.08689 6.39205
C -3.80342 2.75022 1.16219
C -0.57752 -1.03114 5.88515
H -0.37987 4.49837 0.90967
C -0.12352 2.09377 3.74781
C -0.97743 2.57783 -2.39216
```